Record 1
Here is a cluster of 2 separate species, C6H11NO in total at a distorted geometry from the Open Molecules 2025 dataset. Energies are from ωB97M-V/def2-TZVPD.

Multiplicity   1
Lowest unoccupied orbital energy   0.88 eV
Gap between HOMO and LUMO   0.3023 hartree
Energy above the lowest of the compared OMol25 structures with the same formula, charge and spin   236.73 kJ/mol
HOMO   -7.35 eV

Each line ends with the Mulliken charge.
Cartesian coordinates (Å):
C -0.970 -0.456 -0.610  0.539
C 0.791 0.779 1.800  -0.882
C -0.626 -1.649 0.271  -1.586
C -0.106 -0.414 -1.870  -1.187
C 2.402 0.600 0.506  0.062
C -0.145 1.406 1.031  0.006
N -1.006 0.878 0.128  -0.207
O 2.528 1.365 -0.348  -0.229
H -2.019 -0.559 -0.916  0.245
H -1.474 1.574 -0.433  0.245
H 0.773 -0.278 1.985  0.223
H 1.336 1.373 2.517  0.390
H -0.168 2.492 1.068  0.284
H 0.446 -1.753 0.403  0.303
H -1.112 -1.562 1.239  0.410
H -0.995 -2.558 -0.207  0.455
H -0.169 -1.369 -2.394  0.373
H 0.942 -0.249 -1.620  0.201
H -0.427 0.378 -2.548  0.356

=====

Record 2
Here is the molecule C6H11NO at a distorted geometry from the Open Molecules 2025 dataset. Energies are from ωB97M-V/def2-TZVPD.

Multiplicity   1
Lowest unoccupied orbital energy   0.86 eV
Gap between HOMO and LUMO   0.3689 hartree
Energy above the lowest of the compared OMol25 structures with the same formula, charge and spin   295.21 kJ/mol
SMILES   C1CC2(CNC2)CO1
HOMO   -9.17 eV

Each line ends with the Mulliken charge.
Cartesian coordinates (Å):
C -2.182 0.328 0.077  -0.304
C -0.859 1.052 -0.140  -0.942
C 0.194 -0.123 -0.075  1.591
C 1.082 0.011 1.130  -0.988
C 1.442 -0.022 -0.964  -0.947
C -0.581 -1.365 -0.236  -0.868
H -2.898 0.393 -0.831  0.209
H -2.826 0.736 0.962  0.254
H -0.639 1.554 -1.113  0.368
H -0.752 1.839 0.579  0.303
H 1.305 1.055 1.486  0.301
H 0.826 -0.528 2.009  0.333
H 2.904 0.215 0.403  0.244
H 1.674 0.933 -1.277  0.389
H 1.701 -0.763 -1.767  0.278
H -0.569 -1.633 -1.272  0.344
H -0.168 -2.158 0.415  0.351
N 2.146 -0.459 0.304  -0.531
O -1.800 -1.065 0.311  -0.386

=====

Record 3
Here is a cluster of 2 separate species, C6H11NO in total at a distorted geometry from the Open Molecules 2025 dataset. Energies are from ωB97M-V/def2-TZVPD.

Multiplicity   1
Lowest unoccupied orbital energy (alpha / beta)   0.93 / 0.35 eV
Gap between HOMO and LUMO (alpha / beta)   0.3186 / 0.2760 hartree
Energy above the lowest of the compared OMol25 structures with the same formula, charge and spin   686.71 kJ/mol
HOMO (alpha / beta)   -7.74 / -7.16 eV

Each line ends with the Mulliken charge.
Cartesian coordinates (Å):
C -3.226 1.710 -0.305  -0.229
C 0.945 -2.079 -0.074  -0.448
C -0.297 -2.161 0.729  -0.626
C 0.010 -0.908 -0.012  0.086
C 2.270 0.923 -0.321  -0.920
C 0.993 1.236 0.337  0.043
N -2.112 1.573 -0.860  -0.608
O 0.075 0.326 0.502  -0.388
H -3.825 1.072 0.450  0.212
H -3.641 2.714 -0.512  0.214
H 2.009 -2.186 0.313  0.244
H 1.073 -2.628 -0.965  0.215
H -1.031 -2.706 0.186  0.219
H -0.248 -2.353 1.762  0.308
H 2.096 0.334 -1.241  0.290
H 2.967 1.810 -0.554  0.293
H 2.752 0.221 0.408  0.248
H -1.505 0.841 -0.524  0.446
H 0.693 2.262 0.679  0.400

=====

Record 4
Here is the molecule C6H11NO at a distorted geometry from the Open Molecules 2025 dataset. Energies are from ωB97M-V/def2-TZVPD.

Multiplicity   1
Lowest unoccupied orbital energy   0.79 eV
Gap between HOMO and LUMO   0.3207 hartree
Energy above the lowest of the compared OMol25 structures with the same formula, charge and spin   124.45 kJ/mol
SMILES   CC(=O)C(N)=C(C)C
HOMO   -7.93 eV

Each line ends with the Mulliken charge.
Cartesian coordinates (Å):
C -1.133 2.492 0.544  -1.314
C 1.659 -1.392 -0.789  -1.490
C 0.007 -1.885 1.053  -1.329
C -0.167 0.241 -0.325  0.303
C -0.842 1.029 0.803  0.550
C 0.432 -0.936 -0.039  0.787
N -0.083 0.834 -1.583  -0.659
O -1.077 0.555 1.906  -0.605
H 0.097 0.134 -2.302  0.241
H -0.945 1.327 -1.818  0.251
H -0.498 2.910 -0.240  0.383
H -2.185 2.608 0.275  0.306
H -0.917 3.060 1.454  0.374
H 1.450 -2.239 -1.444  0.344
H 2.107 -0.583 -1.379  0.420
H -1.026 -1.722 1.374  0.353
H 2.429 -1.686 -0.064  0.367
H 0.017 -2.910 0.659  0.400
H 0.676 -1.838 1.914  0.318

=====

Record 5
Here is a cluster of 2 separate species, C6H11NO in total at a distorted geometry from the Open Molecules 2025 dataset. Energies are from ωB97M-V/def2-TZVPD.

Multiplicity   1
Lowest unoccupied orbital energy   0.56 eV
Gap between HOMO and LUMO   0.3499 hartree
Energy above the lowest of the compared OMol25 structures with the same formula, charge and spin   331.29 kJ/mol
SMILES   C/N=C(\C)C=O.C=C
HOMO   -8.96 eV

Each line ends with the Mulliken charge.
Cartesian coordinates (Å):
C 1.088 -0.915 -1.502  -0.453
C 0.283 -2.010 -1.569  -0.514
C -1.241 2.264 0.122  -0.877
C 0.837 0.625 1.438  -1.375
C -0.271 0.144 0.546  0.812
C -0.468 -1.469 0.486  -0.072
N -1.193 0.825 0.015  -0.470
O 0.090 -2.151 1.322  -0.551
H -1.514 -1.594 0.179  0.395
H 0.839 0.012 -1.987  0.262
H 2.042 -0.962 -0.999  0.259
H 0.658 -2.990 -1.314  0.290
H -0.616 -1.979 -2.165  0.283
H -1.726 2.647 -0.779  0.313
H -1.860 2.535 0.983  0.311
H -0.268 2.762 0.222  0.278
H 1.478 1.328 0.903  0.355
H 0.422 1.152 2.306  0.385
H 1.421 -0.224 1.791  0.370

=====

Record 6
Here is a structure of composition C6H11NO at a distorted geometry from the Open Molecules 2025 dataset. Energies are from ωB97M-V/def2-TZVPD.

Multiplicity   1
Lowest unoccupied orbital energy   0.73 eV
Gap between HOMO and LUMO   0.3125 hartree
Energy above the lowest of the compared OMol25 structures with the same formula, charge and spin   603.85 kJ/mol
HOMO   -7.78 eV

Each line ends with the Mulliken charge.
Cartesian coordinates (Å):
C 2.420 -1.368 -0.057  -0.969
C 2.135 0.189 0.212  -0.471
C 0.727 0.453 -0.091  1.034
C 0.605 1.971 -0.161  -1.836
C -1.603 -0.484 0.034  0.476
C -2.154 0.873 0.154  -0.855
H 2.636 -1.483 -1.216  0.233
H 1.485 -1.921 0.560  0.344
H 3.530 -1.522 0.462  0.283
H 2.981 0.798 0.669  0.313
H 0.000 2.425 -0.966  0.553
H 1.646 2.503 -0.391  0.301
H 0.209 2.543 0.604  0.504
H 0.180 -1.417 -0.360  0.232
H -1.891 1.038 1.308  0.257
H -1.323 1.809 -0.326  0.172
H -3.361 0.808 -0.387  0.274
N -0.211 -0.441 0.028  -0.252
O -2.173 -1.538 -0.087  -0.593

=====

Record 7
Here is the molecule C6H11NO at a distorted geometry from the Open Molecules 2025 dataset. Energies are from ωB97M-V/def2-TZVPD.

Multiplicity   1
Lowest unoccupied orbital energy   0.96 eV
Gap between HOMO and LUMO   0.3552 hartree
Energy above the lowest of the compared OMol25 structures with the same formula, charge and spin   344.79 kJ/mol
SMILES   C[C@@]1(N)[C@@H]2COC[C@@H]21
HOMO   -8.70 eV

Each line ends with the Mulliken charge.
Cartesian coordinates (Å):
C 2.270 -0.265 0.118  -1.084
C 0.805 0.047 -0.195  0.949
C -0.194 -1.037 -0.318  -0.564
C -1.641 -0.915 -0.698  -0.675
C -1.333 0.769 0.889  -0.518
C -0.117 -0.305 0.949  -0.424
H 2.599 0.821 0.518  0.295
H 2.249 -0.996 0.922  0.327
H 2.892 -0.655 -0.769  0.233
H 0.953 2.157 -0.811  0.269
H -0.467 1.258 -1.251  0.335
H 0.020 -2.054 -0.404  0.428
H -1.662 -0.920 -1.826  0.288
H -2.310 -1.690 -0.304  0.378
H -2.001 0.982 1.905  0.236
H -0.891 1.844 0.778  0.212
H 0.391 -0.621 1.824  0.454
N 0.501 1.194 -1.104  -0.691
O -2.064 0.386 -0.224  -0.447

=====

Record 8
Here is the molecule C6H11NO at a distorted geometry from the Open Molecules 2025 dataset. Energies are from ωB97M-V/def2-TZVPD.

Multiplicity   3
Lowest unoccupied orbital energy (alpha / beta)   0.88 / -1.07 eV
Gap between HOMO and LUMO (alpha / beta)   0.2945 / 0.3038 hartree
⟨S²⟩   2.007
Energy above the lowest of the compared OMol25 structures with the same formula, charge and spin   105.53 kJ/mol
HOMO (alpha / beta)   -7.14 / -9.33 eV

Each line ends with the Mulliken spin population.
Cartesian coordinates (Å):
C 1.200 -0.548 -0.105  0.742
C -1.921 0.235 -1.174  0.087
C -1.405 -0.222 0.140  -0.027
C 2.298 -1.487 0.065  0.044
C 1.309 0.867 -0.452  -0.031
C -1.553 0.695 1.358  0.063
N -0.413 -1.186 0.212  0.915
O -2.617 -0.694 -0.390  -0.001
H -2.389 1.210 -1.263  0.002
H -1.487 -0.170 -2.084  -0.003
H 3.026 -1.073 0.769  0.046
H 1.940 -2.446 0.423  -0.004
H 2.817 -1.622 -0.888  0.055
H 1.201 1.486 0.443  0.071
H 0.503 1.163 -1.128  0.025
H 2.275 1.085 -0.907  0.012
H -1.683 1.734 1.064  0.002
H -0.676 0.601 1.995  -0.001
H -2.424 0.373 1.922  0.001

=====

Record 9
Here is a cluster of 2 separate species, C6H11NO2 in total at a distorted geometry from the Open Molecules 2025 dataset. Energies are from ωB97M-V/def2-TZVPD.

Multiplicity   1
Lowest unoccupied orbital energy   0.16 eV
Gap between HOMO and LUMO   0.3152 hartree
Energy above the lowest of the compared OMol25 structures with the same formula, charge and spin   435.32 kJ/mol
SMILES   C=CC(=C)C.NC(=O)O
HOMO   -8.42 eV

Each line ends with the Mulliken charge.
Cartesian coordinates (Å):
C 0.803 -1.663 1.066  -1.343
C 0.533 -0.485 0.143  1.115
C 0.614 0.851 0.933  -0.039
C 1.194 -0.528 -1.053  -0.997
C 0.982 1.064 2.196  -0.927
H 0.673 1.704 0.268  0.358
H 1.584 -2.355 0.758  0.338
H 1.207 -1.464 2.059  0.246
H -0.062 -2.274 1.318  0.269
H 2.015 -1.208 -1.229  0.276
H 0.897 0.027 -1.928  0.262
H 1.254 2.053 2.533  0.252
H 1.142 0.282 2.920  0.223
C -1.497 0.382 -0.985  0.689
N -1.904 -0.167 -2.203  -0.444
O -1.207 1.726 -1.242  -0.505
O -2.143 0.184 0.091  -0.628
H -1.553 2.239 -0.501  0.369
H -1.890 0.486 -2.974  0.231
H -2.642 -0.853 -2.169  0.253

=====

Record 10
Here is the molecule C6H11NO2 at a distorted geometry from the Open Molecules 2025 dataset. Energies are from ωB97M-V/def2-TZVPD.

Multiplicity   1
Lowest unoccupied orbital energy (alpha / beta)   0.13 / 0.13 eV
Gap between HOMO and LUMO (alpha / beta)   0.3018 / 0.3018 hartree
Energy above the lowest of the compared OMol25 structures with the same formula, charge and spin   437.77 kJ/mol
SMILES   CC(=O)CC(C)(C)N=O
HOMO (alpha / beta)   -8.08 / -8.09 eV

Each line ends with the Mulliken charge.
Cartesian coordinates (Å):
C 0.562 -0.418 0.178  1.357
C 0.807 0.748 -0.738  -1.050
C 0.578 -0.274 1.690  -1.548
C -0.293 -1.585 -0.318  -1.588
C -1.872 0.996 -0.858  -1.303
C -0.560 1.418 -0.246  0.884
N 2.230 -0.996 -0.255  -0.028
O 3.117 -0.613 0.453  -0.304
O -0.492 2.484 0.363  -0.572
H 0.750 0.529 -1.803  0.389
H 1.600 1.421 -0.412  0.435
H 1.052 0.659 2.004  0.332
H -0.437 -0.303 2.096  0.373
H 1.130 -1.099 2.158  0.476
H -1.341 -1.491 -0.023  0.338
H -0.245 -1.686 -1.406  0.335
H 0.042 -2.528 0.124  0.432
H -2.479 0.507 -0.093  0.275
H -1.743 0.343 -1.721  0.341
H -2.406 1.889 -1.192  0.425

=====

Record 11
Here is a cluster of 2 separate species, C6H11NO2 in total at a distorted geometry from the Open Molecules 2025 dataset. Energies are from ωB97M-V/def2-TZVPD.

Multiplicity   1
Lowest unoccupied orbital energy   0.76 eV
Gap between HOMO and LUMO   0.3671 hartree
Energy above the lowest of the compared OMol25 structures with the same formula, charge and spin   217.84 kJ/mol
SMILES   C[C@H]1C[C@H]2CC(=O)N21.O
HOMO   -9.23 eV

Each line ends with the Mulliken charge.
Cartesian coordinates (Å):
C 0.120 -1.649 -1.666  -1.411
C 0.057 -1.341 -0.190  0.177
C 1.369 -1.016 0.571  -0.715
C 0.682 0.258 1.102  -0.057
C 0.943 1.599 0.394  -0.562
C -0.180 1.177 -0.549  0.455
O -0.587 1.551 -1.618  -0.576
N -0.502 0.004 0.212  -0.107
H 0.736 -0.917 -2.205  0.305
H 0.572 -2.642 -1.801  0.396
H -0.885 -1.665 -2.110  0.337
H -0.529 -2.109 0.332  0.339
H 1.666 -1.745 1.332  0.309
H 2.220 -0.816 -0.093  0.257
H 0.474 0.291 2.177  0.357
H 0.724 2.496 0.988  0.255
H 1.913 1.708 -0.108  0.257
H -2.930 0.797 1.027  0.327
O -3.013 1.740 0.712  -0.643
H -2.851 2.280 1.491  0.301

=====

Record 12
Here is a structure of composition C6H11NO2 at a distorted geometry from the Open Molecules 2025 dataset. Energies are from ωB97M-V/def2-TZVPD.

Multiplicity   1
Lowest unoccupied orbital energy   0.84 eV
Gap between HOMO and LUMO   0.3140 hartree
Energy above the lowest of the compared OMol25 structures with the same formula, charge and spin   439.42 kJ/mol
HOMO   -7.70 eV

Each line ends with the Mulliken charge.
Cartesian coordinates (Å):
C 0.053 -0.256 0.043  0.087
C -1.326 1.112 0.036  -0.625
C -0.411 -1.335 -0.911  -1.148
C -2.365 0.629 1.019  -1.172
C 2.444 -0.899 0.058  0.298
C 1.044 0.622 -0.391  0.400
O 3.353 -0.314 0.880  -0.439
N 1.520 1.573 -0.975  -0.533
O 2.629 -1.999 -0.399  -0.559
H 4.089 -0.939 1.033  0.319
H 0.104 -0.512 1.095  0.383
H 0.960 2.384 -1.214  0.273
H -0.920 2.083 0.318  0.416
H -1.682 1.134 -0.993  0.338
H -1.416 -1.655 -0.643  0.344
H -0.430 -0.968 -1.936  0.297
H 0.278 -2.176 -0.862  0.358
H -3.238 1.289 1.034  0.371
H -2.723 -0.372 0.773  0.278
H -1.963 0.601 2.034  0.313